Record 1
A 2-piece molecular cluster, C4H8O3 overall, computed with the ωB97M-V functional and the def2-TZVPD basis.

Each line ends with the natural charge from an NBO analysis.
CARTESIAN COORDINATES (ANGSTROEM)
C 1.953 0.690 -0.223  -0.264
O 0.907 -0.525 1.343  -0.660
C -0.152 -1.106 0.971  0.749
O -0.497 -2.281 1.104  -0.661
C -1.242 -0.195 0.260  -0.046
C -0.617 0.778 -0.687  -0.420
O -2.135 -1.031 -0.407  -0.711
H 2.352 -0.298 -0.052  0.254
H 2.164 1.427 0.544  0.231
H 1.978 1.047 -1.252  0.198
H -1.726 0.342 1.092  0.191
H 0.483 0.866 -0.303  0.170
H -0.962 1.814 -0.654  0.232
H -0.579 0.386 -1.705  0.234
H -1.928 -1.913 -0.030  0.504

Summary:
relative energy (zero: lowest compared OMol25 entry of this formula, charge and spin) = 113.0 kcal per mole
frontier orbital gap (alpha / beta) = 7.4 / 7.4 eV
2S+1 = 1
HOMO energy (alpha / beta) = -9.6 / -9.6 eV

---

Record 2
A 16-piece molecular cluster, C23H68BFN3O17 overall, computed with the ωB97M-V functional and the def2-TZVPD basis.

Each line ends with the Mulliken charge.
CARTESIAN COORDINATES (ANGSTROEM)
C 1.962 -1.023 2.739  -0.684
C 0.419 -0.691 2.871  -0.362
C -0.031 0.566 2.057  -1.083
C 0.354 0.495 0.512  1.540
N 0.076 -0.824 -0.095  0.238
C 0.251 -0.883 -1.546  0.700
C 1.661 -1.201 -2.180  -0.580
C 2.880 -1.116 -1.203  -0.128
O 3.018 -2.036 -0.419  -0.584
C 3.972 -0.027 -1.177  0.969
C 3.825 1.352 -0.794  1.009
C 4.940 2.288 -0.761  -1.147
C 6.267 1.839 -1.122  -0.375
C 6.453 0.434 -1.525  -0.432
C 5.327 -0.467 -1.548  -0.920
C -0.330 0.325 -2.442  -1.345
C 0.464 1.688 -2.507  0.308
C -0.297 2.982 -2.052  -0.669
C 0.803 4.092 -1.754  -0.365
C 0.173 5.494 -1.368  -0.632
N 0.595 6.483 -2.400  -0.580
C -1.864 0.257 -2.186  0.605
C -3.024 1.259 -2.230  -1.523
N -2.090 -1.003 -1.930  0.552
F -3.394 -1.315 -1.712  -0.269
C -0.917 -1.909 -1.953  0.118
C -0.858 -2.619 -3.366  -1.460
B -1.241 -3.156 -0.952  0.335
C -2.072 -3.098 0.410  -0.873
O -0.746 -4.421 -1.360  -0.661
H 2.082 -1.999 2.190  0.240
H 2.429 -1.191 3.739  0.424
H 2.494 -0.252 2.130  -0.006
H 0.067 -0.639 3.934  0.568
H -0.134 -1.572 2.433  -0.088
H 0.577 1.435 2.452  0.397
H -1.100 0.864 2.201  0.427
H 1.462 0.668 0.482  -0.701
H -0.226 1.339 0.048  -0.717
H 0.745 -1.469 0.350  0.515
H 1.912 -0.562 -3.073  0.388
H 1.672 -2.253 -2.579  0.453
H 2.839 1.744 -0.473  -0.170
H 4.831 3.352 -0.448  0.332
H 7.185 2.462 -1.100  0.476
H 7.454 0.034 -1.785  0.090
H 5.492 -1.531 -1.822  0.423
H -0.267 -0.019 -3.517  0.656
H 1.402 1.568 -1.917  -0.748
H 0.790 1.864 -3.570  0.548
H -0.996 2.833 -1.189  0.349
H -0.928 3.418 -2.879  0.331
H 1.380 4.194 -2.711  0.347
H 1.505 3.742 -0.958  -0.022
H 0.679 5.806 -0.414  0.393
H -0.933 5.465 -1.206  0.288
H 0.920 7.342 -1.962  0.216
H -0.164 6.668 -3.055  0.210
H -3.972 0.872 -2.670  0.503
H -2.740 2.148 -2.850  0.302
H -3.219 1.614 -1.179  0.369
H -0.923 -1.892 -4.228  0.339
H 0.042 -3.249 -3.532  0.332
H -1.793 -3.240 -3.454  0.422
H -2.333 -2.045 0.672  0.314
H -1.514 -3.619 1.257  0.475
H -3.005 -3.720 0.263  0.248
H -0.214 -4.758 -0.614  0.352
O -5.577 -1.201 0.399  -0.570
H -4.774 -1.207 -0.130  0.268
H -6.008 -2.037 0.181  0.325
O -4.946 3.285 -3.703  -0.606
H -5.081 2.957 -4.600  0.306
H -5.770 3.742 -3.496  0.309
O 8.066 4.768 -0.424  -0.635
H 7.417 5.128 0.192  0.310
H 8.897 4.808 0.064  0.318
O -7.579 1.162 1.722  -0.650
H -7.894 1.635 0.942  0.325
H -7.011 0.469 1.363  0.322
O 4.777 -2.298 3.745  -0.608
H 4.813 -1.831 2.897  0.286
H 5.365 -3.051 3.623  0.292
O -6.789 -1.430 3.495  -0.647
H -7.675 -1.102 3.701  0.379
H -6.635 -1.134 2.591  0.233
O -7.160 3.854 1.452  -0.669
H -6.779 3.189 2.039  0.351
H -7.816 4.301 1.999  0.322
O 7.801 -2.246 -1.648  -0.617
H 7.852 -2.702 -2.498  0.347
H 7.045 -2.653 -1.213  0.277
O 10.130 0.691 -1.825  -0.600
H 10.957 0.653 -2.318  0.314
H 9.678 -0.127 -2.062  0.298
O 8.696 -4.834 -2.418  -0.651
H 9.237 -4.749 -3.211  0.322
H 9.305 -4.637 -1.696  0.332
O -9.612 -1.846 4.887  -0.640
H -10.430 -2.230 5.231  0.330
H -8.919 -2.393 5.272  0.293
O -5.728 -4.124 3.301  -0.632
H -6.020 -3.218 3.491  0.365
H -5.660 -4.538 4.168  0.319
O -11.611 -1.950 6.874  -0.618
H -12.179 -1.228 6.582  0.313
H -11.645 -1.900 7.836  0.303
O 5.096 0.069 1.975  -0.543
H 4.853 0.760 2.601  0.278
H 5.364 0.551 1.182  0.296
O -1.882 -3.557 3.297  -0.619
H -2.794 -3.590 2.978  0.301
H -1.973 -3.383 4.241  0.293

Summary:
frontier orbital gap = 8.1 eV
total charge = +1
2S+1 = 1
HOMO energy = -11.3 eV

---

Record 3
C12H21BCl3F4MoN3Sb as an isolated structure, computed with the ωB97M-V functional and the def2-TZVPD basis.

Each line ends with the natural charge from an NBO analysis.
CARTESIAN COORDINATES (ANGSTROEM)
Mo -0.301 -0.662 -0.578  1.439
Cl 0.089 2.067 -4.940  0.169
C -1.410 2.084 -3.983  -0.280
Cl -1.731 3.696 -3.305  0.159
Cl -2.782 1.471 -4.901  0.185
C -1.136 1.224 -2.854  0.584
N -0.867 0.579 -1.933  -0.495
F 0.935 -1.616 -1.464  -0.393
B 1.409 -3.485 0.689  1.507
F 2.629 -3.077 0.873  -0.459
F 0.439 -2.503 0.854  -0.541
F 1.005 -4.668 0.383  -0.435
C 2.273 0.626 2.911  -0.639
C 3.109 0.501 1.645  -0.642
Sb 1.931 1.020 -0.105  1.310
C 0.640 2.647 0.488  -0.727
C -0.621 2.084 1.132  -0.553
C 3.142 1.616 -1.843  -0.597
C 4.107 0.551 -2.321  -0.650
H 2.891 0.339 3.763  0.276
H 1.403 -0.034 2.899  0.195
H 1.953 1.652 3.089  0.226
H 3.488 -0.508 1.489  0.257
H 3.947 1.199 1.629  0.268
H 0.415 3.218 -0.413  0.250
H 1.176 3.299 1.177  0.278
H -1.024 1.212 0.555  0.113
H -1.417 2.828 1.144  0.276
H -0.451 1.752 2.154  0.246
H 3.650 2.500 -1.454  0.263
H 2.417 1.911 -2.601  0.237
H 4.867 0.308 -1.580  0.239
H 4.631 0.948 -3.194  0.271
H 3.608 -0.364 -2.640  0.221
C -4.413 -2.854 2.386  -0.425
N -3.706 -2.129 1.330  -0.249
C -4.262 -1.736 0.130  -0.004
C -3.288 -1.124 -0.580  -0.070
N -2.119 -1.140 0.187  -0.623
C -2.437 -1.767 1.344  0.261
H -5.463 -2.577 2.374  0.260
H -3.992 -2.613 3.358  0.248
H -4.335 -3.927 2.221  0.257
H -5.294 -1.919 -0.120  0.284
H -3.345 -0.682 -1.559  0.251
H -1.763 -1.947 2.165  0.252

Summary:
frontier orbital gap (alpha / beta) = 6.4 / 6.4 eV
total charge = +3
2S+1 = 1
HOMO energy (alpha / beta) = -19.1 / -19.1 eV

---

Record 4
A 2-piece molecular cluster, C3H4OS overall, computed with the ωB97M-V functional and the def2-TZVPD basis.

Each line ends with the natural charge from an NBO analysis.
CARTESIAN COORDINATES (ANGSTROEM)
C 1.547 -1.437 -0.345  -0.266
C 0.912 -0.449 -0.028  0.021
C 0.414 0.884 0.198  -0.699
H 2.055 -2.267 -0.686  0.226
H 1.156 1.663 -0.147  0.241
H 0.370 1.002 1.232  0.230
H -0.578 0.925 -0.227  0.241
O -2.669 -0.339 -0.662  -0.676
S -3.207 0.018 0.666  0.682

Summary:
relative energy (zero: lowest compared OMol25 entry of this formula, charge and spin) = 86.0 kcal per mole
structure (SMILES) = C#CC.O=S
frontier orbital gap (alpha / beta) = 7.8 / 7.8 eV
2S+1 = 1
HOMO energy (alpha / beta) = -9.5 / -9.5 eV

---

Record 5
C31H57ClO3P2SSi2Sn as an isolated structure, computed with the ωB97M-V functional and the def2-TZVPD basis.

Each line ends with the Mulliken charge.
CARTESIAN COORDINATES (ANGSTROEM)
Sn 0.440 0.161 -0.979  0.697
C -0.437 1.904 1.105  0.057
C 0.985 1.844 1.225  0.091
C 1.488 2.414 -0.002  -0.691
Si 1.800 1.089 2.738  -0.078
C 0.381 2.806 -0.823  -0.664
C -0.854 2.487 -0.133  0.090
Si -2.675 2.607 -0.612  0.573
H -1.108 1.630 1.921  0.370
H 2.544 2.586 -0.206  0.421
H 0.435 3.319 -1.784  0.441
Cl 1.752 -0.702 -2.954  -0.269
C -3.724 2.523 0.920  -0.940
C -2.966 4.202 -1.516  -1.069
C 0.566 1.039 4.127  -0.750
C 3.307 2.067 3.198  -1.005
H -2.789 5.023 -0.793  0.348
H -4.023 4.249 -1.840  0.338
H -2.312 4.361 -2.391  0.312
H -3.587 1.557 1.435  -0.104
H -4.790 2.635 0.655  0.390
H -3.426 3.327 1.616  0.287
H 2.965 3.077 3.499  0.350
H 4.048 2.179 2.386  0.304
H 3.797 1.595 4.071  0.344
H 0.227 2.068 4.348  0.345
H 1.043 0.614 5.029  0.308
H -0.323 0.427 3.885  -0.112
C -3.063 1.088 -1.717  -1.042
C 2.204 -0.711 2.252  0.243
P -1.638 0.538 -2.695  0.304
H -3.923 1.293 -2.388  0.997
H -3.364 0.245 -1.058  0.271
P 2.629 -0.899 0.492  0.125
H 1.321 -1.357 2.472  -1.028
H 3.041 -1.089 2.879  0.974
C 2.988 -2.688 0.149  0.941
C 4.239 0.026 0.292  1.525
C -1.378 1.922 -3.915  1.462
C -2.110 -0.953 -3.664  0.917
C -1.616 -2.243 -2.993  -1.306
H -1.573 -0.832 -4.621  0.343
C -3.614 -1.038 -3.920  -1.570
H -4.164 -1.217 -2.985  0.292
H -3.797 -1.890 -4.588  0.478
H -4.021 -0.145 -4.407  0.334
H -0.522 -2.254 -2.902  0.219
H -1.905 -3.099 -3.622  0.543
H -2.059 -2.403 -1.996  0.244
H -1.225 2.813 -3.286  -0.626
C -2.603 2.151 -4.804  -1.712
C -0.121 1.705 -4.763  -1.488
H -3.537 2.313 -4.250  0.306
H -2.756 1.326 -5.515  0.340
H -2.427 3.059 -5.397  0.470
H 0.791 1.627 -4.159  0.226
H -0.002 2.563 -5.440  0.484
H -0.197 0.797 -5.378  0.299
H 4.009 1.052 0.621  -0.528
C 4.669 0.075 -1.178  -1.488
C 5.354 -0.542 1.173  -1.722
H 5.091 -0.604 2.238  0.303
H 6.220 0.129 1.097  0.472
H 5.680 -1.536 0.834  0.333
H 3.918 0.551 -1.821  0.199
H 4.865 -0.930 -1.579  0.301
H 5.597 0.660 -1.255  0.489
C 1.786 -3.411 -0.473  -1.250
C 3.462 -3.445 1.387  -1.559
H 3.792 -2.655 -0.606  0.339
H 2.658 -3.536 2.132  0.227
H 4.338 -2.989 1.864  0.321
H 3.745 -4.459 1.073  0.494
H 0.914 -3.409 0.195  0.114
H 2.051 -4.459 -0.680  0.560
H 1.491 -2.948 -1.423  0.163
C 3.714 -1.532 -6.046  -0.785
H 3.979 -0.452 -5.916  0.272
H 4.207 -2.283 -5.376  0.253
H 2.714 -1.783 -6.484  0.256
C -3.068 -1.226 7.029  -1.510
C -2.647 -1.351 5.581  1.074
C -3.473 -0.829 4.574  -0.850
C -3.137 -0.926 3.228  -0.662
C -1.938 -1.529 2.819  0.077
C -1.112 -2.075 3.800  -0.157
C -1.465 -1.978 5.162  -0.863
S -1.786 -1.520 0.978  0.953
O -2.518 -2.637 0.477  -0.766
O -2.257 -0.166 0.754  -0.944
O -0.380 -1.612 0.512  -0.494
H -3.205 -0.179 7.318  0.332
H -4.030 -1.712 7.216  0.346
H -2.328 -1.671 7.692  0.358
H -4.409 -0.355 4.887  0.360
H -3.839 -0.509 2.516  0.343
H -0.192 -2.565 3.524  0.390
H -0.833 -2.384 5.959  0.300

Summary:
relative energy (zero: lowest compared OMol25 entry of this formula, charge and spin) = 28.4 kcal per mole
frontier orbital gap (alpha / beta) = 7.0 / 6.1 eV
2S+1 = 1
HOMO energy (alpha / beta) = -6.7 / -7.6 eV